Record 1
Here is a structure of composition C43H33AsClF6IN3NaO4 from the OMol25 dataset. Energies are from the ωB97M-V functional and the def2-TZVPD basis.

Structure (XYZ):
```
93
C43H33AsClF6IN3NaO4 the ωB97M-V functional and the def2-TZVPD basis
Na 2.3806 -0.5234 1.8133
C 3.8492 -0.9803 -0.2012
C 3.4334 0.3701 -0.2743
C 4.0943 1.0828 0.7499
C 4.9125 0.1807 1.4542
C 4.7619 -1.0970 0.8659
H 3.5322 -1.7863 -0.8524
H 2.7639 0.7982 -1.0090
H 3.9951 2.1401 0.9513
H 5.5641 0.4275 2.2828
H 5.2857 -1.9988 1.1567
Cl -2.0597 -5.4586 5.2144
C -1.2065 -4.5752 3.9556
C -1.5168 -4.8036 2.6445
C -0.8841 -4.1032 1.6166
I -1.3411 -4.5307 -0.3687
C 0.0807 -3.0885 1.8398
O 0.5953 -2.3778 0.9575
C 0.4646 -2.9519 3.2663
N 1.4942 -2.1154 3.5015
C 1.8741 -1.8955 4.7352
C 1.2588 -2.5067 5.8410
C 0.2339 -3.3853 5.6236
C -0.1910 -3.6492 4.3043
H -2.2749 -5.5368 2.3992
H 2.6900 -1.1952 4.8788
H 1.5965 -2.2723 6.8423
H -0.2620 -3.8801 6.4493
O -3.6328 4.4369 -3.0546
C -3.6969 5.0785 -1.8006
N -3.4928 4.1870 -0.6962
C -2.3247 3.4769 -0.6366
O -1.4565 3.6927 -1.4775
C -2.2060 2.4688 0.4500
C -3.3416 1.9290 1.1008
C -3.1606 0.6260 1.6104
C -1.9199 0.1135 1.7971
N -0.8432 1.1043 1.8562
C -0.9634 1.9540 0.6731
H -2.7464 4.0432 -3.0689
H -4.6945 5.5079 -1.7084
H -2.9504 5.8780 -1.7567
H -4.2753 3.8648 -0.1563
H -4.3432 2.3007 0.9401
H -4.0113 -0.0353 1.7294
H -1.6218 -0.9076 1.9752
H -0.0611 2.1436 0.1192
C 0.1948 -4.3796 -6.0888
C -0.9138 -3.6611 -5.6678
C -0.8239 -2.8037 -4.5787
C 0.3759 -2.6569 -3.8936
C 1.4789 -3.3987 -4.3095
C 1.3952 -4.2444 -5.4052
As 0.6301 -1.5082 -2.3086
C 1.3683 0.0467 -3.2463
C 2.6749 0.2192 -3.6718
C 3.0648 1.4388 -4.2056
C 2.1586 2.4905 -4.2790
C 0.8561 2.3272 -3.8368
C 0.4520 1.0975 -3.3294
C -0.9045 0.7680 -2.8528
C -1.9953 1.6309 -2.8613
C -3.2321 1.1763 -2.4358
C -3.3846 -0.1299 -1.9888
C -2.2924 -0.9829 -1.9368
C -1.0570 -0.5356 -2.3768
H 0.1232 -5.0464 -6.9394
H -1.8575 -3.7623 -6.1907
H -1.6940 -2.2392 -4.2670
H 2.4164 -3.3227 -3.7687
H 2.2670 -4.8071 -5.7170
H 3.4050 -0.5714 -3.5488
H 4.0888 1.5818 -4.5272
H 2.4783 3.4520 -4.6613
H 0.1673 3.1618 -3.8661
H -1.8802 2.6585 -3.1848
H -4.0762 1.8545 -2.4270
H -4.3509 -0.4739 -1.6399
H -2.3987 -1.9818 -1.5339
C -0.7759 1.8167 3.1664
C 0.7427 1.8948 3.5598
O 1.4437 0.9410 2.9630
C 1.3050 3.3087 3.2190
F 2.4639 3.5712 3.8511
F 1.5342 3.4194 1.9095
F 0.4593 4.3202 3.5500
C 0.7964 1.7095 5.1056
F 2.0458 1.6167 5.5796
F 0.1941 2.7280 5.7771
F 0.1687 0.5852 5.4907
H 0.0950 0.6406 1.8641
H -1.3197 2.7558 3.1111
H -1.2705 1.1440 3.8645
```

ΔE to the lowest compared entry with this formula, charge and spin, eV: 2.7158
LUMO level, eV: 3.77
E_tot, eV: -159972.682
Total charge: -2
Orbital gap, eV: 5.60
HOMO energy, eV: -1.83
Molecular weight, g mol⁻¹: 1030.01

Here are the Löwdin charges for atoms 1 to 8, given in e: Na 0.2765; C -0.2139; C -0.2006; C -0.1959; C -0.2000; C -0.2036; H 0.0600; H 0.0662


Record 2
Here is a cluster of 5 separate species, C21H40N4O10 in total from the OMol25 dataset. Energies are from the ωB97M-V functional and the def2-TZVPD basis.

Structure (XYZ):
```
75
C21H40N4O10 the ωB97M-V functional and the def2-TZVPD basis
O 3.6382 -3.1833 2.2984
C 4.6910 -3.1074 1.6414
O 5.8870 -3.4020 2.4033
C 6.9523 -2.8030 1.6286
O 8.0787 -2.6054 2.0979
C 6.3705 -2.5295 0.1575
C 7.2854 -2.1065 -1.0791
O 8.7166 -2.0742 -0.7426
O 9.2276 -0.8699 -1.1553
C 4.9489 -2.7233 0.1285
C 3.9774 -2.5896 -1.1204
C 2.4198 -2.7694 -0.7920
C 1.6342 -1.4252 -1.2731
C 1.5974 -0.2798 -0.1570
O 0.9894 -0.6676 1.0909
H 7.0308 -1.0288 -1.4018
H 7.1837 -2.7973 -1.9794
H 8.9910 -0.1620 -0.5001
H 4.2759 -3.4135 -1.8706
H 4.2046 -1.5893 -1.6183
H 1.9696 -3.6129 -1.4387
H 2.1818 -3.0289 0.2894
H 0.6067 -1.7648 -1.6369
H 2.1943 -1.0013 -2.1781
H 0.9372 0.5680 -0.5820
H 2.6488 0.1580 -0.0668
H 1.4290 -1.4506 1.4837
C -2.4982 0.2271 0.8637
C -2.1185 0.6657 -0.5232
O -0.9640 0.9488 -0.8244
N -3.1041 0.7441 -1.4595
C -4.5127 0.4539 -1.2990
H -1.6112 0.2120 1.4964
H -3.2183 0.9260 1.2923
H -2.9199 -0.7806 0.8350
H -2.7745 1.0450 -2.3660
H -4.7807 -0.3408 -2.0004
H -5.0785 1.3559 -1.5449
H -4.7578 0.1400 -0.2871
C 10.4424 1.0197 1.8431
C 10.6596 1.7232 0.5300
O 10.0168 1.4415 -0.4760
N 11.6044 2.6991 0.4802
C 12.4574 3.1699 1.5500
H 9.6610 0.2687 1.7304
H 11.3610 0.5181 2.1556
H 10.1257 1.7368 2.6041
H 11.6948 3.1259 -0.4314
H 12.2711 4.2364 1.6947
H 13.4977 3.0261 1.2496
H 12.2763 2.6425 2.4844
C -7.6676 1.1605 1.8272
C -6.4579 1.9409 1.3925
O -5.3209 1.4903 1.4856
N -6.6553 3.1866 0.8814
C -7.9090 3.8841 0.6933
H -7.3567 0.1901 2.2118
H -8.1922 1.6959 2.6220
H -8.3340 0.9981 0.9771
H -5.7996 3.6516 0.6109
H -8.0154 4.1214 -0.3678
H -7.8751 4.8138 1.2660
H -8.7627 3.2921 1.0175
C -9.6007 -1.6518 -1.0493
C -10.4206 -0.5219 -0.4871
O -10.2048 -0.0505 0.6231
N -11.4284 -0.0242 -1.2541
C -11.8331 -0.4452 -2.5783
H -8.8381 -1.9420 -0.3276
H -10.2388 -2.5166 -1.2452
H -9.1037 -1.3329 -1.9686
H -11.9348 0.7309 -0.8129
H -11.7497 0.4104 -3.2523
H -12.8766 -0.7650 -2.5341
H -11.2219 -1.2622 -2.9562
```

Structure (SMILES): O=C1OC(=O)C(COO)=C1CCCCO.CNC(C)=O.CNC(C)=O.CNC(C)=O.CNC(C)=O
LUMO level, eV: -0.62
E_tot, eV: -48856.945
Orbital gap, eV: 8.38
HOMO energy, eV: -9.01
Molecular weight, g mol⁻¹: 508.57

Here are the Löwdin charges for atoms 1 to 8, given in e: O 0.0918; C -0.2957; O 0.0751; C -0.2829; O 0.1171; C 0.0146; C -0.0923; O -0.1813